ORCA calculation (the ωB97M-V functional and the def2-TZVPD basis) on a structure of composition C27H55N5O5OsSSe2.

Structure (XYZ):
```
96
Properties=species:S:1:pos:R:3:lowdin_charge:R:1
Os 0.20291 -0.73946 -0.39648 0.690
O 2.19906 2.74607 3.24602 -0.102
C 0.94996 3.11164 3.80362 -0.209
C -0.19461 2.52395 2.97424 -0.549
C -1.42675 2.53672 3.89749 -0.199
O -2.53885 1.99022 3.20528 -0.055
C -0.53057 3.35455 1.73157 -0.460
Se 0.77789 3.11114 0.30009 0.704
C 0.06348 1.07583 2.55206 -0.384
Se 1.24076 0.88420 0.98539 0.653
H 2.89418 3.27940 3.64450 0.108
H 0.83705 4.19953 3.84880 0.139
H 0.87103 2.72695 4.82683 0.133
H -1.62484 3.56886 4.20571 0.143
H -1.20645 1.95086 4.79626 0.134
H -3.33634 2.15280 3.71798 0.106
H -0.53049 4.41932 1.96679 0.086
H -1.51012 3.07168 1.35607 0.058
H -0.87601 0.62403 2.24891 0.045
H 0.51848 0.48741 3.34969 0.089
O 1.41807 -0.06472 -1.94375 -0.219
C 1.05394 0.19866 -3.12867 -0.583
O -0.04932 0.08525 -3.66585 0.030
C 2.22094 0.70630 -3.98981 -0.145
N 1.64556 1.00844 -5.35466 0.096
C 2.35895 0.14757 -6.36889 -0.087
C 3.69851 -0.13093 -5.70818 -0.141
C 3.31782 -0.33657 -4.24184 -0.103
H 2.62142 1.62457 -3.56519 0.169
H 1.72873 1.99464 -5.58580 0.185
H 0.64026 0.76465 -5.24251 0.153
H 2.40540 0.66986 -7.32024 0.136
H 1.77038 -0.76048 -6.48623 0.140
H 4.36475 0.72654 -5.82207 0.127
H 4.19048 -0.99617 -6.14635 0.129
H 4.15024 -0.20322 -3.55658 0.133
H 2.91917 -1.34143 -4.08872 0.131
N -1.38586 0.50574 -0.86301 0.041
C -1.95692 1.26686 -1.52880 -0.220
N -2.61310 2.13879 -2.23196 -0.065
C -3.64866 1.71180 -3.19159 -0.123
C -5.03147 2.06219 -2.66123 -0.170
C -5.11043 3.54223 -2.28986 -0.189
C -4.02008 3.91473 -1.28626 -0.170
C -2.64392 3.55868 -1.82978 -0.124
H -3.52974 0.64452 -3.36924 0.124
H -3.45531 2.23517 -4.13146 0.131
H -5.24215 1.44683 -1.78123 0.121
H -5.77730 1.81166 -3.41667 0.121
H -6.09381 3.77413 -1.88188 0.118
H -4.99435 4.15006 -3.19322 0.121
H -4.18091 3.37717 -0.34635 0.119
H -4.04948 4.98116 -1.05832 0.121
H -1.85001 3.72112 -1.10292 0.083
H -2.42042 4.15148 -2.72080 0.134
C -1.83874 -3.86795 -3.09500 -0.057
C -1.66794 -2.45746 -2.58663 -0.266
O -0.51330 -2.36326 -1.72508 -0.254
H -2.70108 -3.92025 -3.75918 0.090
H -1.99355 -4.57031 -2.27602 0.085
H -0.96477 -4.18824 -3.66754 0.086
H -2.50793 -2.14855 -1.96561 0.116
H -1.55685 -1.73595 -3.39685 0.097
H 0.24821 -2.80873 -2.11461 0.084
C -2.80775 -3.02517 3.41489 -0.083
C -1.91848 -1.93647 2.82108 -0.246
C -1.40556 -2.30506 1.43508 -0.202
C -0.43354 -3.47772 1.38737 -0.189
N 0.79754 -3.25355 2.13830 0.033
C 1.96240 -2.84408 1.61126 -0.688
S 2.08511 -2.20398 0.01446 0.693
N 3.04881 -2.98278 2.36758 0.027
C 4.40689 -2.50617 2.07757 -0.189
C 4.75516 -1.20638 2.78722 -0.186
C 4.70728 -1.26610 4.31757 -0.244
C 3.33611 -0.97428 4.92124 -0.101
H -3.21745 -2.70499 4.37166 0.082
H -2.26376 -3.95464 3.59205 0.071
H -3.64662 -3.25217 2.75461 0.085
H -1.07086 -1.73773 3.48326 0.105
H -2.47574 -0.99959 2.75693 0.107
H -0.90566 -1.39384 1.02391 0.006
H -2.23997 -2.50722 0.76063 0.128
H -0.16714 -3.69920 0.35780 0.086
H -0.90952 -4.36539 1.80469 0.130
H 0.81278 -3.57858 3.09337 0.152
H 2.93541 -3.44976 3.25600 0.147
H 4.49409 -2.38370 1.00261 0.079
H 5.09025 -3.30235 2.37724 0.132
H 4.09908 -0.40918 2.42118 0.101
H 5.76598 -0.94722 2.46352 0.119
H 5.40922 -0.53067 4.71374 0.110
H 5.07692 -2.23697 4.66330 0.111
H 2.98457 0.00032 4.58324 0.062
H 3.38199 -0.95698 6.01032 0.079
H 2.57718 -1.71065 4.64191 0.049
```

Results
Charge: +2
Energy, a.u.: -7003.0882
LUMO level, eV: -4.183
Max |F|, eV/Å: 0.84

ORCA calculation (the ωB97M-V functional and the def2-TZVPD basis) on a cluster of 2 separate species, C12H12 in total in a non-equilibrium geometry.

Structure (XYZ):
```
24
Properties=species:S:1:pos:R:3:lowdin_charge:R:1
C 4.35953 1.69289 -0.35182 -0.106
C 3.24158 1.65367 -1.16244 -0.088
C 2.09718 0.86998 -0.74154 -0.105
C 2.10307 0.16677 0.42638 -0.127
C 3.20426 0.27040 1.29989 -0.088
C 4.33889 1.06283 0.95253 -0.068
H 5.23502 2.29087 -0.63734 0.098
H 3.17037 2.20798 -2.10757 0.100
H 1.12760 0.94617 -1.25117 0.093
H 1.19798 -0.42452 0.61821 0.097
H 3.18039 -0.41461 2.15767 0.098
H 5.26232 1.13229 1.54249 0.095
C -4.10267 -1.09851 -1.18296 -0.094
C -4.27936 -1.88454 -0.01090 -0.104
C -3.38243 -1.79629 1.05154 -0.097
C -2.28531 -0.88542 0.99563 -0.100
C -2.12149 -0.09620 -0.13354 -0.105
C -3.02259 -0.20452 -1.25573 -0.083
H -4.89927 -0.94132 -1.92210 0.100
H -5.17023 -2.51696 0.09866 0.101
H -3.68984 -2.33391 1.95822 0.101
H -1.59044 -0.78401 1.83973 0.100
H -1.25070 0.57231 -0.15406 0.086
H -2.72387 0.51465 -2.02980 0.098
```

Results
Energy, a.u.: -464.4246
SMILES: c1ccccc1.c1ccccc1
Relative energy (zero: lowest compared OMol25 entry of this formula, charge and spin), kJ/mol: 124.55
LUMO level, eV: 0.952
Max |F|, eV/Å: 2.47

ORCA calculation (the ωB97M-V functional and the def2-TZVPD basis) on a cluster of 2 separate species, C2H2FN3 in total in a non-equilibrium geometry.

Structure (XYZ):
```
8
Properties=species:S:1:pos:R:3:lowdin_charge:R:1
C 1.01632 0.62817 -0.23971 -0.135
C -1.69281 0.18474 -0.05329 -0.165
N 1.40519 1.30513 0.57740 0.066
N -1.71650 -1.02544 -0.00851 -0.058
N -1.21630 -2.10639 -0.28538 0.092
F -2.66467 0.99323 0.22075 0.098
H 0.67913 -0.22698 -0.78923 0.038
H -0.54362 -2.59037 0.26105 0.062
```

Results
Energy, a.u.: -341.3569
Relative energy (zero: lowest compared OMol25 entry of this formula, charge and spin), kJ/mol: 446.05
LUMO level, eV: -0.913
Max |F|, eV/Å: 2.89

ORCA calculation (the ωB97M-V functional and the def2-TZVPD basis) on a cluster of 3 separate species, C3H11NO2 in total in a non-equilibrium geometry.

Structure (XYZ):
```
17
Properties=species:S:1:pos:R:3:lowdin_charge:R:1
C 2.44703 -0.33297 0.04137 -0.043
N 1.20087 -0.32251 0.22123 -0.054
C 0.63008 0.93357 0.72755 -0.272
C 0.81694 2.09790 -0.24860 -0.097
H 3.07352 0.52132 0.32292 0.084
H 2.95231 -1.15520 -0.45350 0.074
H 1.12520 1.12257 1.68150 0.105
H -0.42327 0.82407 0.98512 0.094
H 0.01964 2.83570 -0.28702 0.067
H 1.11238 1.79256 -1.24986 0.071
H 1.66759 2.70028 0.10227 0.065
O -0.89055 -2.30914 -0.42102 -0.092
H -0.15343 -1.80281 -0.02695 -0.011
H -1.17529 -1.75334 -1.15845 0.027
O -3.21200 0.04814 -0.17913 -0.036
H -2.96840 -0.77980 0.19718 0.006
H -4.09219 0.36083 -0.11964 0.014
```

Results
Energy, a.u.: -326.0947
SMILES: C=NCC.O.O
Relative energy (zero: lowest compared OMol25 entry of this formula, charge and spin), kJ/mol: 96.60
LUMO level, eV: 0.904
Max |F|, eV/Å: 2.66

ORCA calculation (the ωB97M-V functional and the def2-TZVPD basis) on the molecule H4NP3 in a non-equilibrium geometry.

Structure (XYZ):
```
8
Properties=species:S:1:pos:R:3:lowdin_charge:R:1
N -1.77656 0.82654 -0.84913 -0.356
P 0.06860 0.77081 0.97201 0.352
P -1.39299 -0.37718 0.02898 0.132
P 1.45139 0.54746 -0.58351 0.376
H -2.00762 -0.91354 1.05349 -0.096
H -0.73989 -1.45983 -0.42392 -0.075
H 2.48368 1.30686 0.09931 -0.142
H 1.91340 -0.70112 -0.29723 -0.190
```

Results
Energy, a.u.: -1081.0350
Relative energy (zero: lowest compared OMol25 entry of this formula, charge and spin), kJ/mol: 308.08
LUMO level (alpha / beta), eV: -1.506 / -1.506
Max |F|, eV/Å: 2.93

ORCA calculation (the ωB97M-V functional and the def2-TZVPD basis) on a structure of composition C3H3HgO2 in a non-equilibrium geometry.

Structure (XYZ):
```
9
Properties=species:S:1:pos:R:3:lowdin_charge:R:1
C 0.56037 -2.28457 -1.69505 0.231
C 1.62622 -1.50908 -1.19461 -0.068
H 0.11364 -2.45987 -2.67322 0.108
H 2.04616 -0.71256 -1.82571 0.093
H 2.33338 -1.94777 -0.47987 0.092
O -0.69813 -1.36828 -0.59274 0.056
C 0.14140 -0.60350 -0.05994 -0.425
Hg 0.88537 1.71397 2.17256 1.053
O 0.16884 0.29518 0.70977 -0.139
```

Results
Charge: +1
Energy, a.u.: -419.5078
Relative energy (zero: lowest compared OMol25 entry of this formula, charge and spin), kJ/mol: 295.74
LUMO level (alpha / beta), eV: -5.079 / -8.006
Multiplicity: 3
Max |F|, eV/Å: 5.43

ORCA calculation (the ωB97M-V functional and the def2-TZVPD basis) on a cluster of 2 separate species, CH3NOP2S in total in a non-equilibrium geometry.

Structure (XYZ):
```
9
Properties=species:S:1:pos:R:3:lowdin_charge:R:1
C -2.06956 0.90673 -0.12760 -0.099
N -1.37163 0.17232 0.62474 -0.245
P -1.00302 -1.42650 0.89121 0.730
O 0.14566 -1.55676 -0.01452 -0.547
H -3.00216 0.63701 -0.60360 0.063
H -1.64262 1.94268 -0.32995 0.092
P 3.41517 -0.66947 -0.08021 0.206
S 2.89391 0.84910 0.94006 -0.016
H 2.63426 -0.85511 -1.30013 -0.184
```

Results
Energy, a.u.: -1250.7357
SMILES: C=NP=O.P=S
Relative energy (zero: lowest compared OMol25 entry of this formula, charge and spin), kJ/mol: 220.17
LUMO level, eV: -1.007
Max |F|, eV/Å: 2.28

ORCA calculation (the ωB97M-V functional and the def2-TZVPD basis) on a structure of composition C2ClN3 in a non-equilibrium geometry.

Structure (XYZ):
```
6
Properties=species:S:1:pos:R:3:lowdin_charge:R:1
C -0.95783 1.08685 0.00341 -0.102
C 0.68118 -1.02825 -0.08714 -0.463
N -1.91043 1.59624 -0.32891 0.085
N 0.63653 -2.15559 -0.31402 0.207
N 0.77552 0.19016 0.36265 -0.410
Cl 1.98934 1.24560 -0.22197 0.684
```

Results
Energy, a.u.: -700.4647
Relative energy (zero: lowest compared OMol25 entry of this formula, charge and spin), kJ/mol: 195.47
LUMO level (alpha / beta), eV: -3.066 / -3.066
Max |F|, eV/Å: 7.03